# 1
Molecular formula: C5H5NO
Method: DFT, ωB97M-V with the def2-TZVPD basis set

Its gap between HOMO and LUMO is 10.9 eV. As for the total energy: -8801.9748 eV. The value obtained for the relative energy (zero: lowest compared OMol25 entry of this formula, charge and spin) is 33.30 kcal/mol. Its total charge is 0. Its maximum force is 1.15 eV/A. The value obtained for the LUMO energy is 0.5 eV. The SMILES is N#C[C@@H]1C[C@@H]1C=O. The HOMO energy comes out at -10.4 eV.

Bonds (Å) are listed after each position.
Positions of all 12 atoms, in Å:
1 O 1.245 -0.865 2.149  C6 1.204
2 N -0.017 2.778 0.574  C7 1.158
3 C -0.842 -0.420 -0.868  C4 1.494, C5 1.504, H8 1.087, H11 1.084
4 C 0.377 -0.753 -0.069  C3 1.494, C5 1.521, C6 1.501, H10 1.086
5 C 0.277 0.581 -0.792  C3 1.504, C4 1.521, C7 1.446, H12 1.085
6 C 0.286 -0.755 1.429  O1 1.204, C4 1.501, H9 1.109
7 C 0.108 1.802 -0.036  N2 1.158, C5 1.446
8 H -1.743 -0.182 -0.308  C3 1.087
9 H -0.738 -0.653 1.842  C6 1.109
10 H 1.110 -1.444 -0.473  C4 1.086
11 H -1.013 -0.911 -1.820  C3 1.084
12 H 0.909 0.695 -1.667  C5 1.085

How is the electron density shared among the atoms? According to Löwdin, the charges in e are:
1 O 0.078
2 N 0.160
3 C -0.065
4 C -0.194
5 C -0.221
6 C -0.233
7 C -0.187
8 H 0.119
9 H 0.134
10 H 0.150
11 H 0.112
12 H 0.145

***

# 2
Molecular formula: CH4O2S2
Method: DFT, ωB97M-V with the def2-TZVPD basis set

Its gap between HOMO and LUMO is 8.4 eV. As for the total energy: -26864.6868 eV. The value obtained for the relative energy (zero: lowest compared OMol25 entry of this formula, charge and spin) is 56.71 kcal/mol. Its total charge is 0. Its maximum force is 3.55 eV/A. The value obtained for the LUMO energy is -1.5 eV. The SMILES is O=CO.SS. The HOMO energy comes out at -9.9 eV.

Bonds (Å) are listed after each position.
Positions of all 9 atoms, in Å:
1 S 1.169 -0.819 0.305  S2 2.229, H9 1.397
2 S 2.124 0.832 -0.847  S1 2.229, H8 1.359
3 O -1.334 0.612 1.188  C5 1.377, H7 1.159
4 O -2.077 0.184 -0.901  C5 1.194
5 C -1.892 -0.190 0.218  O3 1.377, O4 1.194, H6 1.112
6 H -1.871 -1.278 0.448  C5 1.112
7 H -0.304 0.106 1.018  O3 1.159
8 H 3.397 1.056 -0.428  S2 1.359
9 H 0.789 -0.503 -1.001  S1 1.397

How is the electron density shared among the atoms? According to Löwdin, the charges in e are:
1 S 0.422
2 S 0.364
3 O -0.109
4 O 0.059
5 C -0.484
6 H 0.130
7 H -0.007
8 H -0.184
9 H -0.191

***

# 3
Molecular formula: C24H35O5P
Method: DFT, ωB97M-V with the def2-TZVPD basis set

Its gap between HOMO and LUMO is 7.1 eV. As for the total energy: -44973.9664 eV. Its total charge is 0. Its maximum force is 4.57 eV/A. The value obtained for the LUMO energy is -1.0 eV. The SMILES is CP(C)C1=CC(=O)c2ccccc2C1=O.C1CCOC1.C1CCOC1.C1CCOC1. The HOMO energy comes out at -8.1 eV.

Bonds (Å) are listed after each position.
Positions of all 65 atoms, in Å:
1 P 6.553 -1.887 -0.373  C10 1.922, C11 1.890, C18 1.906
2 O -1.051 0.500 3.203  C13 1.434, C19 1.436
3 O 0.534 -3.640 -4.619  C17 1.434, C23 1.435
4 O -4.821 4.966 1.953  C24 1.434, C29 1.434
5 O 2.778 -0.126 3.051  C9 1.259
6 O 3.939 -0.314 -1.981  C16 1.253
7 C -7.151 5.350 1.768  C26 1.513, C29 1.516, H33 1.091, H47 1.095
8 C 2.198 -1.409 -0.497  C16 1.615, C20 1.554, C21 1.577
9 C 2.995 -0.794 2.005  O5 1.259, C15 1.616, C21 1.614
10 C 7.873 -0.608 0.191  P1 1.922, H56 1.151, H57 1.154, H61 1.150
11 C 4.829 -1.317 0.151  P1 1.890, C15 1.438, C16 1.618
12 C 0.406 -1.723 1.527  C21 1.551, C28 1.571, H44 1.137
13 C -2.368 1.057 3.095  O2 1.434, C22 1.516, H46 1.096, H52 1.093
14 C -0.844 2.821 2.774  C19 1.516, C22 1.512, H42 1.095, H59 1.091
15 C 4.479 -1.235 1.543  C9 1.616, C11 1.438, H60 1.140
16 C 3.683 -0.943 -0.928  O6 1.253, C8 1.615, C11 1.618
17 C 0.807 -4.679 -5.569  O3 1.434, C30 1.516, H37 1.095, H63 1.092
18 C 6.856 -3.558 0.492  P1 1.906, H34 1.153, H39 1.157, H62 1.143
19 C -0.096 1.572 3.194  O2 1.436, C14 1.516, H64 1.092, H65 1.095
20 C 1.204 -1.937 -1.568  C8 1.554, C25 1.551, H36 1.138
21 C 1.820 -1.321 1.032  C8 1.577, C9 1.614, C12 1.551
22 C -2.233 2.551 3.309  C13 1.516, C14 1.512, H38 1.091, H55 1.095
23 C -0.248 -2.623 -5.262  O3 1.435, C27 1.516, H31 1.096, H54 1.093
24 C -5.444 4.544 3.173  O4 1.434, C26 1.516, H43 1.096, H51 1.092
25 C -0.193 -2.383 -1.062  C20 1.551, C28 1.573, H45 1.152
26 C -6.796 5.226 3.233  C7 1.513, C24 1.516, H41 1.091, H53 1.095
27 C -0.211 -2.916 -6.748  C23 1.516, C30 1.512, H32 1.095, H50 1.091
28 C -0.603 -2.261 0.451  C12 1.571, C25 1.573, H49 1.151
29 C -5.799 5.626 1.139  O4 1.434, C7 1.516, H35 1.092, H48 1.095
30 C -0.083 -4.422 -6.769  C17 1.516, C27 1.512, H40 1.091, H58 1.095
31 H -1.269 -2.687 -4.870  C23 1.096
32 H 0.679 -2.461 -7.197  C27 1.095
33 H -7.886 6.129 1.558  C7 1.091
34 H 5.902 -4.199 0.581  C18 1.153
35 H -5.731 5.259 0.112  C29 1.092
36 H 1.434 -2.049 -2.677  C20 1.138
37 H 1.867 -4.617 -5.838  C17 1.095
38 H -3.015 3.126 2.811  C22 1.091
39 H 7.630 -4.191 -0.089  C18 1.157
40 H 0.332 -4.816 -7.698  C30 1.091
41 H -7.529 4.667 3.817  C26 1.091
42 H -0.875 2.890 1.682  C14 1.095
43 H -5.551 3.454 3.134  C24 1.096
44 H 0.129 -1.625 2.625  C12 1.137
45 H -1.008 -2.823 -1.747  C25 1.152
46 H -2.745 0.832 2.091  C13 1.096
47 H -7.546 4.398 1.400  C7 1.095
48 H -5.570 6.697 1.142  C29 1.095
49 H -1.658 -2.571 0.793  C28 1.151
50 H -1.089 -2.542 -7.278  C27 1.091
51 H -4.805 4.801 4.021  C24 1.092
52 H -3.027 0.586 3.828  C13 1.093
53 H -6.693 6.222 3.676  C26 1.095
54 H 0.157 -1.638 -5.017  C23 1.093
55 H -2.268 2.780 4.380  C22 1.095
56 H 7.469 0.410 -0.163  C10 1.151
57 H 8.890 -0.850 -0.299  C10 1.154
58 H -1.065 -4.880 -6.611  C30 1.095
59 H -0.394 3.737 3.162  C14 1.091
60 H 5.300 -1.540 2.273  C15 1.140
61 H 7.980 -0.563 1.336  C10 1.150
62 H 7.293 -3.398 1.537  C18 1.143
63 H 0.622 -5.653 -5.110  C17 1.092
64 H 0.725 1.327 2.517  C19 1.092
65 H 0.306 1.671 4.208  C19 1.095

How is the electron density shared among the atoms? According to Löwdin, the charges in e are:
1 P 0.852
2 O -0.165
3 O -0.160
4 O -0.149
5 O 0.033
6 O 0.035
7 C -0.180
8 C -0.036
9 C -0.264
10 C -0.324
11 C -0.301
12 C 0.011
13 C -0.201
14 C -0.169
15 C 0.015
16 C -0.297
17 C -0.202
18 C -0.341
19 C -0.202
20 C 0.012
21 C -0.043
22 C -0.175
23 C -0.213
24 C -0.220
25 C -0.047
26 C -0.179
27 C -0.178
28 C -0.041
29 C -0.204
30 C -0.180
31 H 0.116
32 H 0.118
33 H 0.114
34 H 0.051
35 H 0.117
36 H 0.093
37 H 0.119
38 H 0.095
39 H 0.043
40 H 0.115
41 H 0.115
42 H 0.119
43 H 0.116
44 H 0.102
45 H 0.092
46 H 0.118
47 H 0.116
48 H 0.117
49 H 0.093
50 H 0.115
51 H 0.118
52 H 0.116
53 H 0.117
54 H 0.116
55 H 0.119
56 H 0.046
57 H 0.045
58 H 0.116
59 H 0.116
60 H 0.113
61 H 0.037
62 H 0.031
63 H 0.118
64 H 0.100
65 H 0.122

***

# 4
Molecular formula: C6H11NO2
Method: DFT, ωB97M-V with the def2-TZVPD basis set

Its gap between HOMO and LUMO is 9.5 eV. As for the total energy: -11980.0582 eV. The value obtained for the relative energy (zero: lowest compared OMol25 entry of this formula, charge and spin) is 143.21 kcal/mol. Its total charge is 0. Its maximum force is 3.75 eV/A. The value obtained for the LUMO energy is 1.0 eV. The SMILES is CON1CCC12COC2. The HOMO energy comes out at -8.6 eV.

Bonds (Å) are listed after each position.
Positions of all 20 atoms, in Å:
1 O -2.267 -1.221 -0.167  C8 1.419, C9 1.452
2 O 1.713 -0.565 -0.275  N3 1.465, C6 1.426
3 N 0.915 0.370 0.522  O2 1.465, C4 1.510, C7 1.688
4 C 0.931 1.741 -0.110  N3 1.510, C5 1.519, H12 1.049, H13 1.116
5 C -0.585 1.817 -0.075  C4 1.519, C7 1.549, H16 1.093, H20 1.078
6 C 1.518 -1.957 -0.036  O2 1.426, H11 1.079, H14 1.045, H18 1.118
7 C -0.693 0.274 0.019  N3 1.688, C5 1.549, C8 1.556, C9 1.589
8 C -1.364 -0.608 -1.074  O1 1.419, C7 1.556, H15 1.133, H19 1.186
9 C -1.733 -0.475 0.959  O1 1.452, C7 1.589, H10 1.132, H17 1.040
10 H -2.371 0.352 1.395  C9 1.132
11 H 2.429 -2.478 -0.290  C6 1.079
12 H 1.459 1.683 -1.014  C4 1.049
13 H 1.434 2.514 0.518  C4 1.116
14 H 0.794 -2.238 -0.735  C6 1.045
15 H -1.941 0.029 -1.811  C8 1.133
16 H -0.899 2.127 0.925  C5 1.093
17 H -1.318 -1.119 1.662  C9 1.040
18 H 1.048 -2.009 0.978  C6 1.118
19 H -0.718 -1.355 -1.731  C8 1.186
20 H -1.122 2.253 -0.901  C5 1.078

How is the electron density shared among the atoms? According to Löwdin, the charges in e are:
1 O -0.115
2 O -0.221
3 N 0.001
4 C -0.148
5 C -0.100
6 C -0.075
7 C -0.251
8 C -0.147
9 C -0.085
10 H 0.134
11 H 0.087
12 H 0.093
13 H 0.116
14 H 0.030
15 H 0.127
16 H 0.112
17 H 0.088
18 H 0.105
19 H 0.142
20 H 0.106